Here is a structure of composition C3H5N3 in a non-equilibrium geometry from the Open Molecules 2025 dataset. Energies are from ωB97M-V/def2-TZVPD.

The charge is 0. The LUMO energy is 0.6 eV. For the orbital gap, the calculation gives 10.658 eV. The total energy comes out at -7660.018 eV. As for the relative energy (zero: lowest compared OMol25 entry of this formula, charge and spin): 56.2 kcal per mole. As for the molar mass: 83.1 g mol⁻¹.

Structure (XYZ):
```
11
Properties=species:S:1:pos:R:3:lowdin_charge:R:1
C 1.54318 -0.24572 -0.02193 -0.151
N 0.39689 -0.97457 -0.36911 0.016
C -0.66327 -0.23903 -0.29838 -0.482
N -0.58794 1.03602 0.16497 0.075
C -1.95387 -0.85970 -0.58148 -0.131
N -2.98471 -1.33998 -0.79602 0.159
H 2.41920 -0.88101 0.11760 0.079
H 1.71051 0.65119 -0.63421 0.090
H 1.32478 0.40872 1.12457 0.129
H 0.30217 0.99933 0.94941 0.115
H -1.50694 1.44475 0.34457 0.102
```

=====

Here is a cluster of 2 separate species, C5H14O3 in total in a non-equilibrium geometry from the Open Molecules 2025 dataset. Energies are from ωB97M-V/def2-TZVPD.

As for the SMILES: CCCOCOC.O. The charge is 0. The LUMO energy is 0.8 eV. For the orbital gap, the calculation gives 10.996 eV. The total energy comes out at -11552.918 eV. As for the relative energy (zero: lowest compared OMol25 entry of this formula, charge and spin): 27.8 kcal per mole. As for the molar mass: 122.2 g mol⁻¹.

Structure (XYZ):
```
22
Properties=species:S:1:pos:R:3:lowdin_charge:R:1
O 3.04015 0.22772 0.16508 -0.160
O 1.23934 -1.03284 -0.32813 -0.122
C 2.86225 0.14917 1.57863 -0.085
C 2.59679 -0.86927 -0.54083 -0.293
C -2.31051 0.42264 -1.02310 -0.069
C 0.37746 -0.18701 -1.00565 -0.255
C -1.03263 -0.33658 -0.35516 -0.170
H 3.18807 -0.77473 2.08545 0.094
H 1.80070 0.32702 1.81964 0.085
H 3.45739 0.99245 1.96761 0.092
H 3.14696 -1.76109 -0.18388 0.140
H 2.86302 -0.71273 -1.60387 0.144
H -2.01241 1.47586 -1.15899 0.072
H -3.23695 0.39355 -0.42521 0.011
H -2.51749 -0.01509 -2.01414 0.069
H 0.32925 -0.43909 -2.08248 0.126
H 0.72420 0.86083 -0.92047 0.130
H -0.84921 -0.03794 0.69490 0.105
H -1.25604 -1.42077 -0.36261 0.106
O -4.01901 0.68158 1.53716 -0.089
H -4.21631 1.64548 1.55201 0.059
H -4.17505 0.41081 0.60411 0.009
```

=====

Here is a cluster of 2 separate species, C5H13NO in total from the Open Molecules 2025 dataset. Energies are from ωB97M-V/def2-TZVPD.

As for the SMILES: C=NCCCC.O. The charge is 0. The LUMO energy is 0.9 eV. For the orbital gap, the calculation gives 10.780 eV. The total energy comes out at -8932.567 eV. As for the relative energy (zero: lowest compared OMol25 entry of this formula, charge and spin): 33.3 kcal per mole. As for the molar mass: 103.2 g mol⁻¹.

Structure (XYZ):
```
20
Properties=species:S:1:pos:R:3:lowdin_charge:R:1
C -2.29533 -0.91022 -0.81672 -0.117
C -1.80610 0.49818 -0.50795 -0.265
C -1.09767 0.56903 0.83760 -0.222
C 0.26433 -0.08390 0.87339 -0.249
C 2.09481 1.28066 0.44115 -0.055
N 1.20045 0.55169 -0.05533 -0.036
H -2.77015 -1.04985 -1.78640 0.068
H -1.48301 -1.63988 -0.78575 0.062
H -3.02160 -1.24417 -0.07169 0.073
H -1.20084 0.89598 -1.32127 0.102
H -2.70546 1.11427 -0.42067 0.103
H -1.08780 1.59069 1.22736 0.109
H -1.73973 0.08492 1.58120 0.111
H 0.15445 -1.10975 0.51708 0.102
H 0.67339 -0.17137 1.88395 0.110
H 2.92725 1.64253 -0.16311 0.077
H 2.15694 1.61800 1.48519 0.086
H 2.71878 -0.77279 -0.58654 -0.011
H 3.53998 -1.91218 -1.15629 0.030
O 3.47732 -0.95182 -1.17521 -0.078
```

=====

Here is a structure of composition C5H8O2 in a non-equilibrium geometry from the Open Molecules 2025 dataset. Energies are from ωB97M-V/def2-TZVPD.

The charge is 0. The LUMO energy is 0.9 eV. For the orbital gap, the calculation gives 10.691 eV. The total energy comes out at -9405.284 eV. As for the relative energy (zero: lowest compared OMol25 entry of this formula, charge and spin): 104.9 kcal per mole. As for the molar mass: 100.1 g mol⁻¹.

Structure (XYZ):
```
15
Properties=species:S:1:pos:R:3:lowdin_charge:R:1
O 2.53655 0.63971 0.86868 -0.108
C 1.76893 0.19494 -0.20715 -0.271
C 0.41575 -0.07884 0.36630 -0.301
O -0.40031 0.99755 0.75484 -0.018
C -1.57576 0.24065 0.41317 -0.234
C -1.69708 0.20114 -1.05388 -0.030
C -0.74463 -0.77154 -0.33098 -0.112
H 2.08001 0.03263 1.61702 0.095
H 1.65198 0.91030 -1.03374 0.137
H 2.13131 -0.75594 -0.63860 0.129
H 0.95056 -0.63579 1.60142 0.204
H -2.33182 0.10772 1.17851 0.151
H -1.34821 1.04247 -1.64818 0.114
H -2.59849 -0.28368 -1.43671 0.114
H -0.83877 -1.84133 -0.45071 0.130
```

=====

Here is an isolated molecule of C5H8N2 from the Open Molecules 2025 dataset. Energies are from ωB97M-V/def2-TZVPD.

As for the SMILES: C[C@H]1CNC1=C=N. The charge is 0. The LUMO energy is 1.0 eV. For the orbital gap, the calculation gives 8.755 eV. The total energy comes out at -8292.456 eV. As for the relative energy (zero: lowest compared OMol25 entry of this formula, charge and spin): 58.6 kcal per mole. As for the molar mass: 96.1 g mol⁻¹.

Structure (XYZ):
```
15
Properties=species:S:1:pos:R:3:lowdin_charge:R:1
C -0.45379 -0.07805 1.73819 -0.068
C -0.26942 -0.59674 0.32236 -0.289
C -1.42518 -0.37106 -0.68619 -0.152
N -0.49727 0.29157 -1.63052 0.019
C 0.54781 0.23522 -0.64997 -0.273
C 1.80563 0.58949 -0.68877 -0.110
N 2.98931 0.95260 -0.65462 0.114
H -0.81065 0.95716 1.74208 0.081
H -1.17969 -0.69447 2.28050 0.077
H 0.49133 -0.10938 2.29022 0.078
H 0.07026 -1.63700 0.34523 0.136
H -2.21446 0.28116 -0.29799 0.112
H -1.87949 -1.27382 -1.10351 0.104
H -0.76476 1.21971 -1.93866 0.110
H 3.59038 0.23363 -1.06834 0.061
```

=====

Here is a structure of composition C21H34ClF3N3O7SSm in a non-equilibrium geometry from the Open Molecules 2025 dataset. Energies are from ωB97M-V/def2-TZVPD.

The charge is 0. The LUMO energy (spin up / spin down) is 0.2 / 0.2 eV. For the orbital gap (spin up / spin down), the calculation gives 7.143 / 7.166 eV. The total energy comes out at -90545.822 eV. As for the relative energy (zero: lowest compared OMol25 entry of this formula, charge and spin): 42.2 kcal per mole. As for the molar mass: 715.4 g mol⁻¹. Its spin multiplicity is 6.

Structure (XYZ):
```
71
Properties=species:S:1:pos:R:3:lowdin_charge:R:1
O -0.36406 2.26192 -2.06685 0.014
C -0.01231 1.40311 -2.84193 -0.237
C -0.94982 0.52355 -3.56124 -0.210
C -2.06335 -0.09995 -2.97607 -0.023
H -2.09533 -0.37018 -1.92083 0.112
C -3.13665 -0.38713 -3.81566 -0.064
H -4.06561 -0.78182 -3.40509 0.109
C -3.05166 -0.13640 -5.20401 -0.069
H -3.92590 -0.30511 -5.87821 0.112
C -1.85063 0.36015 -5.75268 -0.082
H -1.75785 0.53577 -6.82217 0.102
C -0.79443 0.68529 -4.93161 -0.047
H 0.13700 1.08338 -5.30355 0.113
H 1.12101 1.33563 -3.25659 0.158
C 2.64298 0.01318 -1.67375 -0.183
C 1.34210 -0.63509 -1.56759 -0.558
H 3.16142 -0.27603 -2.58659 0.088
H 3.27747 -0.41246 -0.90921 0.057
H 2.73868 1.08745 -1.56867 0.062
C 0.88925 -1.64907 -2.26250 -0.254
C 1.82402 -2.65768 -2.88551 -0.117
H -0.18210 -1.89827 -2.37503 0.104
H 1.69756 -2.59113 -3.97382 0.073
H 1.56995 -3.67354 -2.55172 0.068
H 2.88241 -2.46442 -2.63830 0.068
Sm 1.03574 -0.89416 0.48861 1.395
Cl 2.23431 -3.14169 0.45439 -0.031
C 0.55805 -2.33111 2.95259 -0.378
O 0.95349 -1.16612 2.68094 -0.207
N 0.58116 -2.76258 4.19296 -0.163
C 1.18419 -1.96028 5.23641 -0.013
C 0.32611 -4.14951 4.48867 -0.019
H 0.24104 -3.05462 2.18280 0.072
H 1.26616 -0.92011 4.91676 0.094
H 2.17183 -2.35260 5.51061 0.106
H 0.50562 -2.02765 6.08388 0.093
H -0.40981 -4.53605 3.78504 0.099
H -0.08240 -4.18902 5.49393 0.092
H 1.23383 -4.76363 4.41959 0.105
H -3.85834 3.47390 -0.56606 0.089
H -4.18405 2.30021 1.53294 0.097
C -3.21196 2.65013 -0.89975 -0.037
C -3.46769 1.51239 1.26645 -0.036
N -2.57500 2.03414 0.25790 -0.168
H -2.44142 3.00848 -1.58923 0.078
C -1.24891 2.08412 0.45783 -0.295
O -0.54265 1.24626 1.06575 -0.085
H -2.90590 1.20135 2.15010 0.088
H -0.75590 2.90202 -0.08821 0.117
H -3.84363 1.90232 -1.39578 0.094
H -4.02445 0.66943 0.84750 0.088
H 4.81850 2.88389 2.52991 0.099
H 3.54813 5.04229 1.65580 0.097
C 4.69702 2.54095 1.49869 -0.016
C 3.43456 4.50437 0.70908 -0.039
N 3.47355 3.08007 0.93722 -0.174
H 4.71411 1.45064 1.46562 0.097
C 2.42325 2.31592 0.66061 -0.246
O 2.45274 1.06709 0.79283 -0.151
H 2.48118 4.77202 0.24350 0.096
H 1.52134 2.84183 0.32756 0.139
H 5.54441 2.95044 0.94748 0.093
H 4.26580 4.79893 0.06053 0.096
F -3.34788 -2.80643 3.42626 0.095
C -2.94752 -1.73569 2.66272 -0.579
F -4.02265 -0.91949 2.58696 0.097
F -2.01026 -1.07439 3.35350 0.120
S -2.30317 -2.29967 0.96661 0.543
O -1.78641 -3.61222 1.29120 -0.296
O -3.46652 -2.19390 0.11999 -0.286
O -1.26375 -1.29341 0.56647 -0.458
```

=====

Here is an isolated molecule of C5H10O2 from the Open Molecules 2025 dataset. Energies are from ωB97M-V/def2-TZVPD.

As for the SMILES: COC[C@@H](C)C=O. The charge is 0. The LUMO energy is 0.9 eV. For the orbital gap, the calculation gives 10.388 eV. The total energy comes out at -9441.018 eV. As for the relative energy (zero: lowest compared OMol25 entry of this formula, charge and spin): 46.7 kcal per mole. As for the molar mass: 102.1 g mol⁻¹.

Structure (XYZ):
```
17
Properties=species:S:1:pos:R:3:lowdin_charge:R:1
C 2.40007 -0.00263 0.62851 -0.103
O 1.48803 -0.02958 -0.44224 -0.222
C 0.30179 -0.79536 -0.36954 -0.194
C -0.85084 0.13545 -0.77146 -0.317
C -2.20151 -0.41252 -0.34597 -0.070
C -0.56397 1.45784 -0.08070 -0.226
O -1.21787 1.87398 0.84582 0.062
H 1.96263 0.21405 1.61858 0.095
H 3.08242 0.81915 0.39082 0.091
H 2.96703 -0.93922 0.68733 0.087
H 0.09934 -1.18168 0.64104 0.133
H 0.36273 -1.65998 -1.04870 0.131
H -0.80893 0.30578 -1.85831 0.150
H -2.98275 0.33030 -0.52580 0.085
H -2.45064 -1.33534 -0.87887 0.083
H -2.19148 -0.61865 0.72879 0.084
H 0.33108 1.99749 -0.44079 0.131
```

=====

Here is a structure of composition C5H6Br2Cl2 in a non-equilibrium geometry from the Open Molecules 2025 dataset. Energies are from ωB97M-V/def2-TZVPD.

The charge is 0. The LUMO energy (spin up / spin down) is -1.1 / -0.5 eV. For the orbital gap (spin up / spin down), the calculation gives 7.314 / 8.108 eV. The total energy comes out at -170406.434 eV. As for the relative energy (zero: lowest compared OMol25 entry of this formula, charge and spin): 91.4 kcal per mole. As for the molar mass: 296.8 g mol⁻¹.

Structure (XYZ):
```
15
Properties=species:S:1:pos:R:3:lowdin_charge:R:1
C -0.90719 -2.31896 1.43921 -0.103
C 0.31074 -1.87582 1.42455 -0.704
C 0.40234 2.09305 -1.20715 -0.082
C -0.15092 0.56254 0.75027 -0.607
C -0.41894 1.43169 -0.41124 -0.838
Cl 1.86750 -1.88643 1.94209 0.657
Cl -2.16947 1.30596 -0.63141 0.628
Br 1.38873 -0.19566 -3.63647 0.358
Br 1.46088 1.06362 1.65921 0.679
H -1.28778 -3.29573 1.84099 0.072
H -1.61583 -1.74084 0.65177 0.105
H 0.60347 -0.46532 -2.50280 -0.309
H 1.40945 2.24382 -0.80777 0.044
H 0.02679 2.73539 -2.00265 0.076
H -0.91976 0.34270 1.49140 0.024
```

=====

Question: charge of number 3 (C5H13NO)?
Answer: 0

=====

Question: The highest molar mass belongs to which entry?
Answer: C21H34ClF3N3O7SSm

=====

Question: Among the records above, which one has the highest molar mass?
Answer: C21H34ClF3N3O7SSm

=====

Copy entry 2 word for word.
Here is a cluster of 2 separate species, C5H14O3 in total in a non-equilibrium geometry from the Open Molecules 2025 dataset. Energies are from ωB97M-V/def2-TZVPD.

As for the SMILES: CCCOCOC.O. The charge is 0. The LUMO energy is 0.8 eV. For the orbital gap, the calculation gives 10.996 eV. The total energy comes out at -11552.918 eV. As for the relative energy (zero: lowest compared OMol25 entry of this formula, charge and spin): 27.8 kcal per mole. As for the molar mass: 122.2 g mol⁻¹.

Structure (XYZ):
```
22
Properties=species:S:1:pos:R:3:lowdin_charge:R:1
O 3.04015 0.22772 0.16508 -0.160
O 1.23934 -1.03284 -0.32813 -0.122
C 2.86225 0.14917 1.57863 -0.085
C 2.59679 -0.86927 -0.54083 -0.293
C -2.31051 0.42264 -1.02310 -0.069
C 0.37746 -0.18701 -1.00565 -0.255
C -1.03263 -0.33658 -0.35516 -0.170
H 3.18807 -0.77473 2.08545 0.094
H 1.80070 0.32702 1.81964 0.085
H 3.45739 0.99245 1.96761 0.092
H 3.14696 -1.76109 -0.18388 0.140
H 2.86302 -0.71273 -1.60387 0.144
H -2.01241 1.47586 -1.15899 0.072
H -3.23695 0.39355 -0.42521 0.011
H -2.51749 -0.01509 -2.01414 0.069
H 0.32925 -0.43909 -2.08248 0.126
H 0.72420 0.86083 -0.92047 0.130
H -0.84921 -0.03794 0.69490 0.105
H -1.25604 -1.42077 -0.36261 0.106
O -4.01901 0.68158 1.53716 -0.089
H -4.21631 1.64548 1.55201 0.059
H -4.17505 0.41081 0.60411 0.009
```